Entry 1:
{
  "formula": "C30H30AsF4HfN2",
  "method": "ωB97M-V/def2-TZVPD",
  "homo_ev": -17.1165,
  "e_tot_ha": -3952.8618,
  "de_lowest_kj_mol": 41.8,
  "total_charge": 3,
  "fmax_ev_per_a": 3.5,
  "elements": ["H", "C", "C", "H", "C", "C", "H", "C", "C", "H", "H", "As", "H", "F", "C", "H", "H", "C", "H", "C", "N", "H", "C", "F", "F", "H", "C", "C", "C", "C", "H", "H", "C", "H", "H", "N", "C", "C", "C", "H", "C", "C", "F", "C", "H", "H", "H", "H", "H", "C", "H", "C", "C", "H", "H", "Hf", "H", "C", "H", "C", "H", "C", "C", "C", "H", "H", "H", "C"],
  "coordinates": [[0.1718, 4.5851, -2.2688], [-0.8988, 2.0627, 2.8775], [-4.1942, 0.5902, 1.1751], [-1.0338, -3.5782, -2.3877], [-0.3701, -2.7823, -2.0546], [-4.8591, -1.2556, -0.8202], [1.9650, 3.4373, -0.7069], [-5.8422, -0.4984, -0.1700], [-3.2151, -0.1294, 0.5016], [-2.8455, -1.8234, -0.8919], [-2.6415, 1.5434, -1.4322], [-1.3425, -0.0703, 0.9439], [-0.4105, 0.0499, -3.4447], [4.4008, 0.8075, 3.5912], [3.0130, -2.0251, -2.5412], [-2.0410, 3.7171, -2.3809], [1.1416, -3.4592, -3.4647], [0.5460, 1.9630, -0.1781], [0.2206, 1.2802, -4.2626], [3.0517, -1.1348, 3.4551], [1.6221, -1.4936, -2.7311], [3.5429, -1.9734, -3.4734], [1.6806, -0.3935, -3.7601], [1.1859, -2.4212, 0.5967], [4.1823, 1.3309, 1.0912], [-6.3375, 0.9271, 1.3228], [-1.6709, 1.9861, -1.1927], [-1.3165, 3.1963, -1.7932], [3.6207, -0.0360, 2.8706], [0.9340, 3.1056, -0.8713], [0.6405, 1.2093, -2.7047], [3.2768, -1.3419, 4.4734], [0.5433, 0.5170, -3.5347], [-0.4428, 2.0608, 6.1678], [2.8978, -3.0260, -2.1607], [2.5934, -0.6098, -0.6143], [-0.6615, -0.2888, 3.6548], [-0.5582, 2.5428, 4.1104], [-5.4890, 0.4541, 0.8107], [-3.9895, 1.2938, 1.9641], [3.6702, -1.0388, -1.5211], [-3.5557, -1.1052, -0.4376], [1.5177, -2.9962, 3.2526], [-0.0184, 3.7091, -1.6830], [-6.8547, -0.6295, -0.4781], [-0.8864, 2.7379, 2.0552], [1.1867, 1.5257, 0.6175], [4.0868, -0.1140, -1.9360], [-0.4290, 3.6130, 4.3171], [2.1877, -1.9810, 2.7606], [4.5437, -1.4817, -0.9680], [-0.5550, 1.6298, 5.1821], [3.4493, 0.3231, 1.4927], [1.6582, -0.8084, -4.7126], [2.6681, 0.1981, -3.6915], [0.6417, -0.6469, -0.9020], [-1.0617, -1.8955, -2.0673], [-0.7504, 1.3769, -0.3277], [-5.0739, -1.9015, -1.6548], [0.6479, -2.5527, -3.1637], [-0.0157, -3.0659, -1.0130], [1.9914, -1.6284, 1.4587], [-0.8661, 0.6511, 2.6309], [-0.6503, 0.2525, 4.9770], [0.0634, -2.2098, -4.0027], [-0.6926, -1.3475, 3.4078], [-0.6613, -0.3487, 5.8709], [2.6876, -0.5847, 0.7699]],
  "forces_ev_per_a": [[0.5, 0.5, 0.0], [1.3, -1.4, -0.7], [1.0, 0.8, 0.3], [-0.2, -0.1, 0.3], [-0.1, 0.2, 0.2], [-1.0, 0.7, 0.1], [-0.5, 0.3, -0.4], [1.0, 0.3, -0.3], [0.6, -1.0, 0.5], [-0.1, 0.7, 0.4], [0.2, 0.2, 0.4], [0.0, 0.2, -0.8], [-1.0, -1.1, 0.2], [-1.0, -1.3, -0.7], [-0.2, 1.7, 1.3], [-0.3, 0.2, -0.4], [0.4, -0.3, 0.0], [-0.6, -1.0, 0.8], [0.9, -0.4, -0.5], [-0.3, -0.5, 0.4], [0.1, 0.0, -1.4], [0.2, -0.4, -0.5], [2.0, 1.4, 1.2], [0.4, 0.5, 0.5], [-0.5, 0.0, -1.1], [0.7, 0.2, -0.1], [0.1, 0.3, -0.5], [0.5, -0.9, 0.3], [0.7, 1.8, -0.5], [0.3, -0.5, 0.2], [0.5, 0.1, 0.9], [0.1, -0.1, 0.8], [-1.3, 1.7, 0.1], [0.0, -0.4, 0.2], [0.4, -0.4, 0.2], [-0.8, 0.1, -0.8], [-1.0, 1.6, 0.7], [-0.7, -0.2, 1.1], [-2.6, -1.6, -0.7], [0.5, 0.1, 0.2], [0.9, -0.4, 0.5], [1.0, -0.3, -0.2], [0.3, 0.0, 0.5], [-0.4, 0.0, 0.0], [-0.6, 0.0, 0.0], [-0.5, 0.4, -0.6], [-0.2, 0.5, -0.4], [-0.1, -0.4, -0.6], [-0.1, -0.5, -0.3], [-0.2, 0.8, -0.6], [-1.0, 0.1, -0.4], [0.2, 0.1, -0.6], [0.4, -1.5, 3.1], [0.0, -0.9, -1.8], [-1.4, -1.1, 0.1], [0.5, 0.3, 0.1], [0.1, -0.3, 0.4], [0.4, 0.3, 0.2], [-0.4, -0.3, 0.1], [0.0, 0.2, 0.5], [-0.3, 0.2, -1.1], [0.4, 0.2, -1.2], [-0.2, 0.7, 0.8], [0.5, 0.1, -0.6], [0.1, 0.2, -0.5], [0.1, 0.1, 0.5], [0.1, -0.5, -0.1], [0.0, -0.1, 0.2]]
}



Entry 2:
{
  "formula": "C20H19N5O3",
  "method": "ωB97M-V/def2-TZVPD",
  "homo_ev": -9.0025,
  "e_tot_ha": -1272.9618,
  "de_lowest_kj_mol": 385.0,
  "smiles": "O=C(O)c1ccnc(-c2cn([C@@H]3CCN(C(=O)Cc4ccccc4)C3)nn2)c1",
  "fmax_ev_per_a": 5.2,
  "elements": ["N", "C", "N", "C", "H", "H", "C", "H", "C", "C", "O", "C", "O", "H", "C", "H", "H", "N", "C", "C", "O", "N", "C", "H", "C", "C", "H", "H", "C", "C", "C", "H", "H", "C", "C", "H", "C", "H", "H", "H", "H", "H", "H", "N", "C", "C", "H"],
  "coordinates": [[0.0474, 1.5258, 1.1615], [-2.1928, -3.8237, -0.7933], [2.6621, 4.4919, -0.4088], [3.7585, 6.4927, 0.2346], [-0.3720, -6.1908, -0.8480], [0.3205, -0.5187, -0.8701], [2.1219, 4.4688, 0.8390], [2.2145, 5.2127, 2.8153], [3.6663, 7.4582, 2.4627], [-2.0964, -5.0437, -1.7042], [0.1533, -3.2675, -1.2527], [-3.0995, -5.1837, -2.7083], [3.0344, 7.4838, 3.7239], [-2.6082, 0.3460, 1.8991], [0.8927, 2.2900, 0.4146], [-1.2882, 0.9503, -0.2727], [-1.1624, -0.2970, 2.7214], [0.7546, 3.1003, 2.5019], [-1.2072, -7.2185, -2.4722], [-1.9855, -1.5697, 1.1149], [4.4395, 8.3142, 2.0502], [-0.8540, -1.8397, 0.2416], [3.4557, 5.4949, -0.7180], [-2.0784, -2.3027, 1.9308], [-3.0731, -6.2307, -3.6085], [0.0811, -0.6791, 0.2023], [-0.6168, -8.0613, -2.5352], [-3.7768, -6.1946, -4.4014], [-0.7957, 0.4462, 0.5779], [-2.0688, -7.2743, -3.5152], [1.2850, 3.2956, 1.2708], [4.4096, 7.3139, -0.2089], [3.8692, 5.6202, -1.6985], [3.3656, 6.4168, 1.5052], [2.4893, 5.3861, 1.7870], [-2.6481, -4.1386, 0.2067], [-1.7196, -0.1815, 1.7137], [0.8579, -0.8507, 0.9302], [-2.8356, -3.1113, -1.2511], [2.3776, 6.7589, 3.7313], [-2.9505, -1.4780, 0.5992], [-2.1184, -8.0779, -4.2069], [1.0668, 2.1389, -0.6862], [0.0346, 1.9975, 2.4360], [-0.8649, -2.9730, -0.5787], [-1.1728, -6.1538, -1.5501], [-3.7719, -4.3429, -2.7830]],
  "forces_ev_per_a": [[1.2, 1.1, -0.1], [1.3, -0.4, 2.0], [-0.9, -0.6, 0.1], [2.6, 1.4, -4.3], [0.2, 0.4, 0.7], [1.0, -0.5, 0.8], [0.7, -1.1, 0.2], [-0.5, -0.2, 0.1], [1.3, 2.7, 0.4], [0.7, -2.1, 0.0], [-2.3, 0.8, 1.6], [1.8, 0.3, 0.8], [0.9, -0.3, -2.3], [-1.1, 0.8, 0.2], [-0.7, 0.0, -0.8], [-0.3, -0.7, 0.5], [-0.6, 0.5, -1.8], [-0.3, -1.5, -0.9], [-0.8, 1.4, 0.1], [-0.7, 0.6, 0.8], [-1.3, -0.8, 2.2], [-1.3, -1.2, -0.4], [-0.6, 0.8, 2.0], [0.0, 0.0, -0.4], [1.5, -0.9, 0.5], [-1.0, -2.0, -2.3], [2.1, -1.4, 1.1], [-0.6, -0.3, -0.6], [-0.4, 1.5, 3.3], [-3.5, 3.0, -0.2], [0.8, 0.7, -1.7], [-0.9, -0.9, 1.2], [0.0, -0.4, -0.5], [-2.1, -1.4, 0.9], [0.1, -0.3, 1.0], [0.6, 0.6, -1.2], [2.4, -0.8, 0.0], [0.7, 0.3, -0.3], [-1.0, 0.5, -0.3], [0.4, 0.5, 0.1], [0.2, -0.5, -0.2], [0.2, -0.6, -0.5], [-0.2, 0.2, 1.6], [-0.6, 0.2, -0.2], [2.7, -0.5, -1.7], [-1.3, 1.2, -1.3], [-0.4, -0.1, -0.3]]
}



Entry 3:
{
  "formula": "C14H40GaO4S4",
  "method": "ωB97M-V/def2-TZVPD",
  "homo_ev": -4.1165,
  "e_tot_ha": -4375.7417,
  "de_lowest_kj_mol": 19.6,
  "total_charge": -1,
  "fmax_ev_per_a": 0.9,
  "elements": ["C", "C", "S", "S", "C", "H", "C", "H", "H", "H", "C", "H", "H", "H", "H", "C", "H", "H", "C", "C", "C", "Ga", "O", "C", "S", "H", "H", "O", "H", "H", "H", "O", "H", "H", "H", "H", "H", "H", "H", "H", "H", "H", "O", "C", "S", "H", "C", "H", "H", "H", "H", "C", "H", "H", "C", "H", "H", "H", "H", "H", "H", "H", "H"],
  "coordinates": [[-3.2226, 1.2671, 2.8119], [-3.0490, -6.6731, 3.1450], [-0.3183, -6.9001, 0.0214], [4.2373, 7.0773, -6.1064], [3.3638, 5.9844, -7.2362], [0.1734, 1.6444, 0.4756], [0.4241, -5.8077, 1.2336], [-2.0920, -7.1206, 3.4027], [-4.1259, 1.8181, 2.5429], [-2.7299, -1.7713, 1.3267], [1.1207, -7.9556, -0.2174], [-1.4949, 0.1432, -0.0040], [-2.4594, 1.9968, 3.0566], [1.3776, -1.6818, 3.1869], [1.9697, 5.0995, 0.1093], [-2.4272, -1.0847, 2.1200], [2.2889, 6.0966, -7.0942], [0.8474, -8.7422, -0.9181], [-2.8248, 0.3264, 1.6624], [3.4770, 8.5969, -6.6971], [1.4391, -0.9672, 2.3684], [0.4136, 0.7421, 2.8826], [-1.3337, -7.7156, 0.7424], [-1.7908, 0.9210, 0.6997], [2.1658, 3.4602, -1.6204], [-4.6595, -4.8894, 1.6990], [0.7652, -6.3941, 2.0877], [-1.9023, -4.5104, 2.1770], [1.9362, -7.3626, -0.6313], [3.7289, 5.0640, -2.4784], [-2.3416, 1.6501, 0.0926], [0.6873, 3.3682, -1.7285], [2.3942, 8.5262, -6.5939], [-0.7666, 2.6564, 1.5112], [2.0893, 5.7572, -2.3066], [-3.7368, 0.1860, 1.0772], [-3.3079, -6.9531, 2.1249], [3.6125, 4.3812, 0.0443], [2.2566, 3.4594, 0.7488], [2.4606, 4.6548, -3.6497], [1.4132, -8.3958, 0.7362], [-0.3430, -5.1000, 1.5497], [3.6868, 6.8196, -4.7518], [-0.5489, 1.6141, 1.2889], [-2.8459, -4.8911, 3.2597], [1.0203, -1.4233, 1.4725], [2.5422, 4.1804, -0.0175], [-3.4407, 0.6877, 3.7030], [-0.5475, 0.3947, 4.1394], [-5.2316, -4.8502, 3.3988], [3.7543, 8.7595, -7.7389], [2.6629, 4.8807, -2.6068], [3.6438, 6.2248, -8.2620], [-4.5606, -3.3806, 2.6440], [-4.4969, -4.4661, 2.6905], [2.4910, -0.7401, 2.2060], [-1.3543, -1.2029, 2.2277], [3.6600, 4.9632, -7.0058], [1.2568, -5.2727, 0.7762], [1.5079, 1.8310, 3.4378], [-3.8121, -7.0128, 3.8473], [3.8522, 9.4150, -6.0863], [-2.9560, -1.3829, 3.0223]],
  "forces_ev_per_a": [[-0.1, 0.0, -0.3], [-0.1, -0.1, 0.0], [0.2, 0.4, 0.1], [0.0, 0.0, 0.0], [0.0, 0.0, -0.1], [0.3, 0.1, -0.1], [0.3, 0.0, -0.2], [0.0, 0.0, -0.1], [-0.1, 0.1, 0.0], [0.1, -0.2, 0.0], [0.0, -0.1, 0.0], [0.1, -0.2, 0.0], [0.2, 0.0, 0.1], [0.0, -0.2, 0.1], [0.0, 0.0, 0.0], [-0.2, 0.1, -0.7], [0.0, 0.0, 0.1], [0.0, 0.0, 0.0], [-0.1, -0.1, 0.3], [0.0, 0.1, -0.1], [-0.3, 0.4, 0.1], [0.3, 0.1, 0.1], [-0.1, -0.3, 0.1], [-0.3, 0.7, 0.0], [0.0, 0.0, 0.0], [0.1, 0.0, 0.0], [0.0, -0.1, 0.0], [-0.6, 0.2, 0.1], [0.0, 0.0, 0.0], [0.0, 0.0, 0.0], [0.0, 0.1, -0.2], [0.0, 0.1, -0.1], [0.0, 0.0, 0.0], [-0.1, 0.2, 0.1], [0.0, 0.0, 0.0], [-0.1, 0.0, -0.1], [0.1, 0.0, 0.0], [0.0, 0.0, 0.0], [0.0, 0.0, 0.0], [0.0, 0.0, 0.0], [0.0, 0.0, 0.0], [0.2, -0.2, -0.1], [0.0, 0.1, 0.0], [-0.1, -0.8, 0.2], [-0.1, 0.0, 0.1], [0.0, -0.2, -0.2], [0.0, 0.0, 0.1], [0.0, 0.0, 0.3], [-0.1, 0.0, 0.0], [0.0, 0.0, 0.0], [0.0, 0.0, 0.0], [0.1, 0.0, 0.1], [0.0, 0.0, 0.0], [0.1, 0.0, 0.0], [-0.1, 0.0, -0.1], [0.2, 0.0, -0.1], [0.1, 0.0, 0.4], [0.0, 0.0, 0.0], [0.0, 0.0, 0.0], [0.1, 0.1, -0.1], [0.0, 0.1, 0.0], [0.0, 0.0, 0.0], [0.1, 0.0, 0.3]]
}



Entry 4:
{
  "formula": "C5H4N2",
  "method": "ωB97M-V/def2-TZVPD",
  "homo_ev": -9.6679,
  "e_tot_ha": -302.3053,
  "de_lowest_kj_mol": 323.0,
  "smiles": "C#C[C@H]1C=CN=N1",
  "fmax_ev_per_a": 0.5,
  "elements": ["C", "N", "C", "C", "H", "H", "C", "N", "H", "C", "H"],
  "coordinates": [[-1.7582, -1.5017, -1.3543], [1.4613, -0.2764, 1.4497], [0.0649, 1.1057, 0.3051], [0.7597, 0.9739, 1.4343], [-0.5696, 1.9212, -0.0117], [0.8646, 1.6397, 2.2811], [0.3559, -0.1263, -0.4919], [1.2384, -0.9207, 0.4051], [-2.6067, -2.0464, -1.7087], [-0.8032, -0.8917, -0.9522], [0.9928, 0.1227, -1.3565]],
  "forces_ev_per_a": [[0.3, 0.2, 0.2], [-0.1, -0.2, -0.3], [0.1, 0.0, 0.1], [-0.1, 0.1, -0.1], [0.1, -0.1, 0.0], [-0.1, -0.1, -0.1], [-0.1, 0.0, 0.0], [0.0, 0.1, 0.3], [0.2, 0.1, 0.1], [-0.4, -0.2, -0.2], [-0.1, 0.0, 0.1]]
}